2 unconnected molecules or ions with the total composition C4H14NO2 in a non-equilibrium geometry, computed with wB97M-V/def2-TZVPD.

Each line ends with the natural charge from an NBO analysis.
Atoms and positions in Å:
C -0.97706 -1.25201 0.83176  -0.0889
O -0.68342 -1.21998 2.21703  -0.7432
C 0.35563 -0.85369 0.16017  -0.0380
C 0.29839 -0.61791 -1.39630  -0.4136
C 1.52855 -0.02781 -2.09814  -0.6376
N 0.67704 0.53355 0.74444  -0.7284
H -1.19985 -2.29568 0.42436  0.2128
H -1.70965 -0.45190 0.64807  0.1860
H -1.31669 -1.79167 2.66680  0.5023
H 1.15267 -1.54456 0.35072  0.2292
H 0.10247 -1.59943 -1.79373  0.2269
H -0.61566 -0.03879 -1.58444  0.2110
H 1.32578 -0.26307 -3.13569  0.2539
H 1.43832 1.05771 -2.09011  0.2064
H 2.49781 -0.25843 -1.68962  0.2231
H -0.06148 1.28694 0.75847  0.4749
H 1.50673 0.93981 0.31410  0.4340
H 0.79990 0.33513 1.74333  0.4519
H -1.40525 3.14787 1.52861  0.5024
H -2.26847 2.53326 0.45697  0.5053
O -1.44575 2.38066 0.94319  -0.9705

The total energy is -9953.7869 eV. The charge is +1. The value obtained for the relative energy (zero: lowest compared OMol25 entry of this formula, charge and spin) is 94.0 kJ/mol. The value obtained for the highest occupied orbital energy is -14.839 eV. The orbital gap is 11.90 eV.